1.
ORCA calculation (the ωB97M-V functional and the def2-TZVPD basis) on a cluster of 8 separate species, C36H89NO18P in total.

Calculated values
2S+1: 1
Kohn-Sham gap, eV: 7.478
HOMO level, eV: -10.143
LUMO level, eV: -2.66
Net charge: +1

Positions of all 145 atoms, in Å:
1 O 3.045 -0.332 1.547
2 C 4.315 -0.564 0.900
3 C 4.547 0.427 -0.233
4 C 3.390 0.603 -1.218
5 C 2.187 1.319 -0.570
6 C 0.996 0.376 -0.474
7 C 0.206 0.383 -1.789
8 O -1.117 -0.143 -1.687
9 C -1.306 -0.951 -0.538
10 P -3.050 -1.710 -0.709
11 O -2.713 -3.201 -0.105
12 O -3.781 -1.051 0.600
13 C -1.187 -0.095 0.692
14 N 0.087 0.753 0.651
15 H 3.156 -0.363 2.503
16 H 5.122 -0.434 1.624
17 H 4.359 -1.602 0.553
18 H 5.420 0.065 -0.788
19 H 4.833 1.395 0.191
20 H 3.750 1.162 -2.084
21 H 3.085 -0.375 -1.612
22 H 1.897 2.212 -1.133
23 H 2.501 1.631 0.426
24 H 1.380 -0.616 -0.238
25 H 0.780 -0.192 -2.524
26 H 0.114 1.415 -2.138
27 H -0.584 -1.784 -0.523
28 H -1.787 -3.337 0.123
29 H -3.656 -1.611 1.380
30 H -1.223 -0.671 1.619
31 H -2.026 0.598 0.739
32 H 0.581 0.636 1.539
33 H -0.185 1.733 0.552
34 C -0.776 -1.390 4.402
35 O -1.885 -0.569 4.063
36 C -2.960 -0.666 4.995
37 C -2.913 0.435 6.032
38 O -1.743 0.352 6.823
39 C -0.703 1.227 6.422
40 H 0.095 -1.016 3.858
41 H -0.559 -1.352 5.470
42 H -0.952 -2.429 4.105
43 H -2.942 -1.643 5.486
44 H -3.893 -0.588 4.430
45 H -3.772 0.317 6.698
46 H -2.990 1.417 5.553
47 H -0.886 2.242 6.791
48 H -0.598 1.257 5.334
49 H 0.227 0.866 6.860
50 C 2.334 -5.694 4.545
51 O 1.982 -6.525 3.449
52 C 0.608 -6.451 3.115
53 C 0.343 -5.521 1.946
54 O 0.737 -4.179 2.225
55 C 2.019 -3.866 1.701
56 H 3.412 -5.547 4.521
57 H 1.848 -4.718 4.483
58 H 2.061 -6.173 5.491
59 H 0.026 -6.132 3.986
60 H 0.275 -7.456 2.840
61 H -0.731 -5.522 1.744
62 H 0.861 -5.881 1.052
63 H 1.944 -3.579 0.643
64 H 2.703 -4.711 1.788
65 H 2.428 -3.029 2.266
66 C -3.828 1.711 -5.993
67 O -3.493 0.828 -7.047
68 C -2.218 1.082 -7.618
69 C -1.148 0.169 -7.064
70 O -0.934 0.359 -5.671
71 C -1.630 -0.569 -4.856
72 H -4.638 1.254 -5.425
73 H -2.980 1.883 -5.325
74 H -4.174 2.673 -6.388
75 H -1.936 2.131 -7.481
76 H -2.303 0.901 -8.694
77 H -0.204 0.393 -7.569
78 H -1.400 -0.877 -7.267
79 H -1.099 -1.530 -4.831
80 H -2.650 -0.739 -5.207
81 H -1.667 -0.158 -3.852
82 C 3.742 -1.584 5.601
83 O 4.391 -2.517 4.759
84 C 5.669 -2.092 4.309
85 C 6.799 -2.641 5.153
86 O 6.742 -2.178 6.487
87 C 6.159 -3.097 7.398
88 H 2.962 -2.115 6.144
89 H 4.432 -1.136 6.318
90 H 3.273 -0.781 5.012
91 H 5.720 -0.996 4.292
92 H 5.790 -2.455 3.284
93 H 7.745 -2.295 4.726
94 H 6.797 -3.736 5.122
95 H 6.878 -3.874 7.675
96 H 5.266 -3.569 6.981
97 H 5.883 -2.540 8.291
98 C 2.106 2.608 9.419
99 O 2.314 1.826 8.252
100 C 3.547 2.085 7.603
101 C 4.624 1.084 7.968
102 O 4.966 1.130 9.338
103 C 4.327 0.142 10.129
104 H 1.328 2.120 10.004
105 H 3.012 2.679 10.023
106 H 1.769 3.615 9.153
107 H 3.889 3.102 7.824
108 H 3.365 2.019 6.524
109 H 5.528 1.328 7.400
110 H 4.309 0.073 7.684
111 H 4.825 -0.827 10.013
112 H 3.271 0.036 9.870
113 H 4.407 0.455 11.168
114 C -8.778 -0.791 -6.770
115 O -8.789 -1.267 -8.102
116 C -9.373 -0.366 -9.028
117 C -8.341 0.467 -9.760
118 O -7.610 1.313 -8.890
119 C -6.351 0.788 -8.504
120 H -8.050 -1.385 -6.217
121 H -8.490 0.261 -6.718
122 H -9.762 -0.918 -6.305
123 H -10.092 0.287 -8.522
124 H -9.920 -0.965 -9.762
125 H -8.861 1.108 -10.478
126 H -7.662 -0.184 -10.320
127 H -5.612 0.933 -9.298
128 H -6.411 -0.275 -8.262
129 H -6.024 1.331 -7.621
130 C 1.294 6.670 -7.959
131 O 0.075 7.269 -8.358
132 C -0.604 6.563 -9.383
133 C -1.703 5.673 -8.844
134 O -1.207 4.642 -8.001
135 C -1.297 4.951 -6.622
136 H 1.562 7.090 -6.990
137 H 1.199 5.586 -7.862
138 H 2.091 6.898 -8.674
139 H 0.105 5.972 -9.973
140 H -1.056 7.306 -10.046
141 H -2.203 5.188 -9.688
142 H -2.448 6.273 -8.312
143 H -2.319 4.791 -6.260
144 H -1.003 5.983 -6.419
145 H -0.625 4.279 -6.088

Forces on atoms 1 to 2 (eV/Å):
O -0.049 0.045 0.163
C 0.088 0.122 0.150

2.
ORCA calculation (the ωB97M-V functional and the def2-TZVPD basis) on a structure of composition C36H90BF4N6Na2O16P at a distorted geometry.

Calculated values
2S+1: 1
Kohn-Sham gap, eV: 3.576
HOMO level, eV: -0.460
LUMO level, eV: 3.12
Net charge: -2

Positions of all 156 atoms, in Å:
1 Na -3.857 1.081 1.829
2 Na -0.226 3.193 1.639
3 B -0.042 0.203 0.970
4 F 0.905 1.276 0.937
5 F -0.557 -0.041 -0.331
6 F 0.625 -0.952 1.438
7 F -1.062 0.593 1.828
8 P -2.720 3.406 2.995
9 O -3.441 4.747 3.139
10 O -3.519 2.317 3.795
11 O -1.309 3.471 3.708
12 O -2.497 2.961 1.507
13 C -5.914 -0.204 -0.917
14 O -4.633 -0.073 -0.366
15 C -3.788 0.744 -1.182
16 C -4.320 2.112 -1.532
17 N -4.557 2.940 -0.380
18 C -5.034 4.259 -0.693
19 C -6.384 4.260 -1.383
20 O -6.981 5.539 -1.201
21 C -8.118 5.713 -2.005
22 H -6.405 -1.020 -0.380
23 H -5.863 -0.442 -1.985
24 H -6.536 0.678 -0.728
25 H -3.571 0.196 -2.118
26 H -2.819 0.787 -0.677
27 H -5.232 2.025 -2.135
28 H -3.564 2.562 -2.211
29 H -3.808 2.974 0.349
30 H -4.277 4.786 -1.312
31 H -5.044 4.853 0.224
32 H -7.026 3.489 -0.938
33 H -6.235 4.081 -2.457
34 H -7.888 5.627 -3.076
35 H -8.442 6.739 -1.829
36 H -8.897 4.991 -1.735
37 C -2.258 -2.447 -2.197
38 O -1.986 -3.834 -2.387
39 C -1.793 -4.487 -1.157
40 C -1.402 -5.912 -1.417
41 N -1.486 -6.733 -0.217
42 C -0.467 -6.429 0.775
43 C -0.531 -7.391 1.917
44 O 0.050 -8.628 1.536
45 C 0.187 -9.506 2.629
46 H -1.462 -1.969 -1.621
47 H -3.253 -2.354 -1.753
48 H -2.248 -2.001 -3.192
49 H -2.725 -4.470 -0.567
50 H -1.048 -3.963 -0.539
51 H -0.410 -5.989 -1.905
52 H -2.050 -6.342 -2.189
53 H -1.416 -7.710 -0.475
54 H -0.643 -5.420 1.150
55 H 0.546 -6.454 0.353
56 H -1.563 -7.521 2.281
57 H 0.001 -6.975 2.789
58 H 0.608 -8.983 3.494
59 H 0.859 -10.305 2.322
60 H -0.793 -9.923 2.889
61 C -0.503 3.236 5.774
62 O -0.600 1.833 5.832
63 C 0.352 1.190 5.068
64 C 0.017 -0.279 5.000
65 N -1.286 -0.390 4.397
66 C -1.893 -1.688 4.364
67 C -3.257 -1.476 3.769
68 O -3.169 -1.126 2.406
69 C -2.927 -2.232 1.593
70 H -0.913 3.607 4.824
71 H 0.526 3.583 5.968
72 H -1.152 3.605 6.572
73 H 1.387 1.376 5.404
74 H 0.279 1.546 4.022
75 H 0.024 -0.716 6.011
76 H 0.828 -0.808 4.454
77 H -1.247 0.031 3.470
78 H -1.972 -2.035 5.409
79 H -1.308 -2.522 3.913
80 H -3.719 -0.659 4.324
81 H -3.916 -2.353 3.905
82 H -3.727 -2.976 1.719
83 H -1.973 -2.730 1.819
84 H -2.833 -1.880 0.568
85 C 0.493 2.496 -4.324
86 O -0.157 3.372 -3.477
87 C -0.354 2.796 -2.191
88 C -1.238 3.631 -1.291
89 N -0.520 4.702 -0.613
90 C -1.317 5.601 0.227
91 C -0.459 6.777 0.570
92 O -0.166 7.544 -0.616
93 C 0.394 8.768 -0.309
94 H 0.728 3.030 -5.254
95 H -0.151 1.651 -4.608
96 H 1.457 2.140 -3.942
97 H 0.595 2.624 -1.659
98 H -0.823 1.805 -2.298
99 H -1.625 2.937 -0.543
100 H -2.069 4.069 -1.866
101 H 0.000 5.266 -1.275
102 H -1.647 5.155 1.169
103 H -2.204 5.973 -0.309
104 H 0.472 6.453 1.045
105 H -1.049 7.423 1.232
106 H 0.953 9.123 -1.180
107 H 1.093 8.796 0.541
108 H -0.379 9.511 -0.052
109 C 3.160 6.983 -1.173
110 O 3.315 5.649 -1.620
111 C 3.968 5.575 -2.864
112 C 4.097 4.127 -3.233
113 N 4.738 3.381 -2.142
114 C 4.626 1.945 -2.351
115 C 5.433 1.173 -1.325
116 O 4.886 1.291 -0.043
117 C 3.932 0.307 0.293
118 H 2.710 7.606 -1.954
119 H 4.144 7.382 -0.901
120 H 2.479 6.925 -0.328
121 H 4.973 6.007 -2.726
122 H 3.415 6.103 -3.651
123 H 4.770 4.020 -4.085
124 H 3.092 3.720 -3.401
125 H 4.260 3.590 -1.271
126 H 4.938 1.620 -3.350
127 H 3.574 1.615 -2.268
128 H 6.481 1.475 -1.279
129 H 5.457 0.117 -1.657
130 H 4.370 -0.699 0.205
131 H 3.067 0.368 -0.377
132 H 3.564 0.448 1.303
133 C 8.782 -8.259 -2.190
134 O 7.402 -8.120 -2.342
135 C 6.879 -7.093 -1.520
136 C 5.416 -6.916 -1.871
137 N 4.883 -5.743 -1.217
138 C 3.470 -5.523 -1.528
139 C 2.967 -4.319 -0.812
140 O 2.833 -4.662 0.553
141 C 2.177 -3.648 1.286
142 H 9.103 -9.132 -2.759
143 H 9.079 -8.354 -1.139
144 H 9.336 -7.411 -2.626
145 H 7.405 -6.151 -1.701
146 H 6.959 -7.412 -0.470
147 H 4.882 -7.864 -1.714
148 H 5.425 -6.713 -2.950
149 H 4.946 -5.863 -0.208
150 H 2.848 -6.395 -1.263
151 H 3.355 -5.426 -2.612
152 H 1.986 -4.020 -1.211
153 H 3.667 -3.481 -0.914
154 H 2.067 -4.004 2.311
155 H 1.169 -3.394 0.940
156 H 2.779 -2.733 1.287

Forces on atoms 1 to 2 (eV/Å):
Na 0.379 0.318 0.636
Na -0.328 -0.233 0.423

3.
ORCA calculation (the ωB97M-V functional and the def2-TZVPD basis) on a structure of composition C36H90BF4N6NaO12 at a distorted geometry.

Calculated values
2S+1: 1
Kohn-Sham gap, eV: 5.318
Relative energy (zero: lowest compared OMol25 entry of this formula, charge and spin), kcal/mol: 242.7
HOMO level, eV: -7.865
LUMO level, eV: -2.55
Net charge: 0

Positions of all 150 atoms, in Å:
1 Na 3.967 2.466 1.723
2 B 1.836 -0.212 0.099
3 F 0.757 -1.053 0.035
4 F 2.577 -0.463 1.166
5 F 2.647 -0.282 -1.041
6 F 1.332 1.053 0.213
7 C 8.462 -6.727 -3.186
8 O 7.297 -5.981 -2.830
9 C 7.511 -4.930 -1.950
10 C 6.195 -4.214 -1.402
11 N 5.611 -4.714 -0.160
12 C 6.393 -4.858 1.085
13 C 6.955 -3.500 1.574
14 O 7.194 -3.763 2.933
15 C 8.578 -3.655 3.427
16 H 9.258 -6.130 -3.630
17 H 8.168 -7.437 -3.959
18 H 8.954 -7.211 -2.342
19 H 8.106 -4.224 -2.530
20 H 8.020 -5.216 -1.029
21 H 5.484 -4.194 -2.229
22 H 6.541 -3.217 -1.129
23 H 4.604 -4.655 -0.108
24 H 7.237 -5.528 0.920
25 H 5.844 -5.335 1.897
26 H 6.251 -2.669 1.607
27 H 7.841 -3.228 1.000
28 H 8.896 -2.616 3.340
29 H 9.190 -4.250 2.750
30 H 8.836 -3.867 4.465
31 C 1.774 6.975 -1.261
32 O 0.568 6.856 -0.692
33 C 0.286 5.619 -0.088
34 C 0.179 5.952 1.416
35 N -0.988 6.609 1.871
36 C -2.286 6.086 1.580
37 C -3.548 6.254 2.350
38 O -3.503 5.618 3.698
39 C -4.728 5.501 4.425
40 H 1.753 7.790 -1.984
41 H 2.054 6.130 -1.891
42 H 2.432 7.256 -0.440
43 H 1.126 4.944 -0.249
44 H -0.519 5.034 -0.533
45 H 1.126 6.415 1.695
46 H 0.174 4.967 1.883
47 H -0.786 7.522 1.488
48 H -2.239 5.013 1.394
49 H -2.538 6.484 0.597
50 H -4.424 5.958 1.773
51 H -3.804 7.311 2.426
52 H -5.583 5.126 3.862
53 H -5.001 6.458 4.870
54 H -4.518 4.939 5.335
55 C -1.595 6.309 -5.282
56 O -2.879 6.315 -5.836
57 C -3.855 5.656 -5.038
58 C -4.195 4.299 -5.783
59 N -5.388 3.824 -5.061
60 C -5.390 2.328 -5.186
61 C -5.744 1.859 -3.696
62 O -4.847 2.392 -2.644
63 C -3.569 1.786 -2.742
64 H -1.352 5.257 -5.133
65 H -1.533 6.966 -4.415
66 H -0.884 6.736 -5.990
67 H -4.671 6.378 -5.073
68 H -3.584 5.463 -4.001
69 H -3.283 3.704 -5.738
70 H -4.480 4.439 -6.826
71 H -5.750 4.086 -4.155
72 H -4.413 1.982 -5.522
73 H -6.178 1.992 -5.862
74 H -5.831 0.773 -3.685
75 H -6.763 2.094 -3.389
76 H -3.443 0.707 -2.650
77 H -2.967 2.238 -1.954
78 H -3.113 2.188 -3.647
79 C -0.705 0.672 5.535
80 O 0.266 -0.121 6.261
81 C -0.198 -1.490 6.605
82 C 1.040 -2.372 7.030
83 N 1.915 -2.388 5.872
84 C 1.600 -3.330 4.805
85 C 2.080 -4.788 5.047
86 O 1.030 -5.513 5.767
87 C 1.201 -6.911 5.599
88 H -1.571 1.147 5.997
89 H -0.991 0.036 4.697
90 H -0.397 1.556 4.978
91 H -0.759 -1.965 5.800
92 H -0.796 -1.369 7.508
93 H 0.958 -3.376 7.446
94 H 1.503 -1.738 7.785
95 H 1.811 -1.474 5.455
96 H 2.360 -2.939 4.128
97 H 0.710 -3.056 4.238
98 H 3.063 -4.810 5.518
99 H 2.203 -5.256 4.071
100 H 0.415 -7.398 6.175
101 H 2.142 -7.226 6.051
102 H 1.153 -7.221 4.555
103 C -4.783 -6.849 5.043
104 O -5.023 -5.474 5.025
105 C -6.210 -4.890 4.597
106 C -6.298 -4.687 3.034
107 N -5.067 -4.310 2.274
108 C -4.215 -3.182 2.738
109 C -4.874 -1.822 2.577
110 O -6.018 -1.802 3.356
111 C -6.780 -0.585 3.337
112 H -3.848 -6.884 5.601
113 H -4.602 -7.169 4.017
114 H -5.532 -7.398 5.614
115 H -6.500 -3.973 5.109
116 H -7.060 -5.473 4.949
117 H -7.118 -4.048 2.707
118 H -6.645 -5.648 2.655
119 H -4.566 -5.090 1.872
120 H -3.364 -3.240 2.059
121 H -3.968 -3.416 3.773
122 H -5.294 -1.721 1.576
123 H -4.134 -1.058 2.815
124 H -7.717 -0.795 3.853
125 H -6.984 -0.381 2.285
126 H -6.203 0.214 3.802
127 C 5.226 4.554 -6.300
128 O 4.422 3.918 -7.267
129 C 4.209 2.557 -6.946
130 C 3.321 2.305 -5.661
131 N 2.532 1.056 -5.608
132 C 1.096 1.215 -5.857
133 C 0.375 -0.209 -5.695
134 O -0.575 -0.338 -6.736
135 C -1.445 -1.463 -6.487
136 H 6.139 4.016 -6.043
137 H 4.710 4.884 -5.398
138 H 5.637 5.479 -6.703
139 H 5.145 2.001 -6.992
140 H 3.559 2.165 -7.728
141 H 2.578 3.096 -5.765
142 H 3.770 2.402 -4.672
143 H 2.653 0.490 -4.780
144 H 0.823 1.674 -6.808
145 H 0.700 1.908 -5.115
146 H -0.197 -0.339 -4.776
147 H 1.186 -0.936 -5.656
148 H -1.507 -1.832 -5.463
149 H -1.056 -2.312 -7.049
150 H -2.377 -1.257 -7.012

Forces on atoms 1 to 2 (eV/Å):
Na -0.602 -0.684 -0.315
B -1.169 -0.419 -2.211